# 1
C24H21Cl18N3O6 | wB97M-V/def2-TZVPD

Summary:
- SMILES: O=[N+]([O-])c1ccccc1.O=[N+]([O-])c1ccccc1.O=[N+]([O-])c1ccccc1.ClC(Cl)Cl.ClC(Cl)Cl.ClC(Cl)Cl.ClC(Cl)Cl.ClC(Cl)Cl.ClC(Cl)Cl
- Highest occupied orbital energy: -9.9 eV
- Orbital gap: 9.054 eV
- Electronic energy: -267378.35436 eV
- Charge: 0
- Molecular weight: 1085.601 g mol⁻¹
- E_LUMO: -0.85 eV

Element x y z (Å)
1 C 22.884 -7.807 -12.953
2 C 23.092 -8.345 -14.219
3 C 22.537 -9.589 -14.522
4 C 21.868 -10.181 -13.484
5 C 21.528 -9.616 -12.259
6 C 22.139 -8.419 -11.972
7 N 21.334 -11.516 -13.711
8 O 20.518 -11.905 -12.875
9 O 21.746 -12.124 -14.680
10 H 23.381 -6.872 -12.700
11 H 23.832 -7.841 -14.866
12 H 22.668 -10.033 -15.476
13 H 20.965 -10.239 -11.543
14 H 22.179 -7.981 -10.960
15 C 11.322 -16.871 -11.698
16 C 11.171 -16.940 -13.076
17 C 11.411 -15.842 -13.856
18 C 11.836 -14.677 -13.260
19 C 11.945 -14.525 -11.875
20 C 11.609 -15.665 -11.077
21 N 11.974 -13.497 -14.137
22 O 12.129 -12.421 -13.586
23 O 11.949 -13.716 -15.320
24 H 11.111 -17.704 -11.019
25 H 10.966 -17.853 -13.585
26 H 11.363 -15.857 -14.954
27 H 12.048 -13.511 -11.570
28 H 11.685 -15.601 -9.983
29 C 17.221 -10.063 -10.795
30 C 17.268 -10.745 -12.032
31 C 16.633 -11.952 -12.252
32 C 16.054 -12.523 -11.119
33 C 15.937 -11.962 -9.906
34 C 16.540 -10.721 -9.717
35 N 15.407 -13.798 -11.250
36 O 15.339 -14.284 -12.370
37 O 14.949 -14.252 -10.189
38 H 17.674 -9.031 -10.685
39 H 17.873 -10.301 -12.819
40 H 16.681 -12.483 -13.232
41 H 15.402 -12.455 -9.097
42 H 16.435 -10.247 -8.726
43 C 15.658 -11.339 -16.530
44 Cl 14.351 -11.268 -15.410
45 Cl 16.901 -10.113 -16.082
46 Cl 15.100 -11.040 -18.175
47 H 16.165 -12.326 -16.469
48 C 19.143 -14.285 -15.664
49 Cl 17.585 -14.627 -14.922
50 Cl 18.920 -13.482 -17.263
51 Cl 20.055 -15.711 -15.762
52 H 19.615 -13.602 -15.017
53 C 18.575 -6.444 -7.911
54 Cl 16.954 -6.708 -8.623
55 Cl 19.647 -7.844 -8.080
56 Cl 18.419 -6.223 -6.158
57 H 19.083 -5.576 -8.376
58 C 13.645 -9.078 -12.095
59 Cl 12.381 -8.382 -13.133
60 Cl 13.020 -10.396 -11.056
61 Cl 14.373 -7.750 -11.090
62 H 14.456 -9.434 -12.749
63 C 18.403 -5.471 -12.184
64 Cl 18.189 -3.958 -13.111
65 Cl 19.712 -5.294 -11.023
66 Cl 18.615 -6.814 -13.272
67 H 17.424 -5.601 -11.693
68 C 14.180 -16.474 -7.739
69 Cl 12.862 -17.474 -7.106
70 Cl 15.617 -17.557 -7.999
71 Cl 14.429 -15.084 -6.635
72 H 13.817 -16.133 -8.686

These are the Löwdin partial charges, in e, on atoms 1 to 4:
1. C -0.09
2. C -0.05
3. C 0.01
4. C -0.16

***

# 2
C3H7NOS | wB97M-V/def2-TZVPD

Summary:
- SMILES: NC(=O)CCS
- Highest occupied orbital energy: -9.2 eV
- Orbital gap: 9.974 eV
- Relative energy (zero: lowest compared OMol25 entry of this formula, charge and spin): 0.109 eV
- Electronic energy: -17597.81987 eV
- Charge: 0
- Molecular weight: 105.162 g mol⁻¹
- E_LUMO: 0.82 eV

Element x y z (Å)
1 C -0.134 0.121 -0.415
2 C -1.249 -0.031 0.605
3 S -2.782 -0.573 -0.241
4 C 1.222 0.309 0.230
5 N 2.269 0.395 -0.649
6 O 1.391 0.354 1.428
7 H -0.153 -0.727 -1.104
8 H -0.359 0.998 -1.038
9 H -0.979 -0.819 1.311
10 H -1.446 0.870 1.177
11 H -3.133 -1.527 0.628
12 H 3.193 0.231 -0.286
13 H 2.160 0.399 -1.647

These are the Löwdin partial charges, in e, on atoms 1 to 4:
1. C -0.22
2. C -0.56
3. S 0.69
4. C -0.55

***

# 3
C35H33I2KN12O9S4 | wB97M-V/def2-TZVPD

Summary:
- Highest occupied orbital energy: -3.4 eV
- Orbital gap: 6.516 eV
- Relative energy (zero: lowest compared OMol25 entry of this formula, charge and spin): 0.503 eV
- Electronic energy: -149007.80790 eV
- Charge: -2
- Molecular weight: 1186.898 g mol⁻¹
- E_LUMO: 3.09 eV

Element x y z (Å)
1 K -0.643 1.270 -1.226
2 N -1.893 3.684 2.733
3 C -0.953 3.471 1.788
4 N -1.499 2.740 0.822
5 C -2.770 2.518 1.232
6 N -3.056 3.124 2.405
7 C -3.792 1.713 0.549
8 C -5.119 1.749 1.000
9 N -6.060 1.095 0.344
10 C -5.728 0.449 -0.801
11 C -4.421 0.304 -1.199
12 N -3.462 0.959 -0.537
13 H -1.993 4.466 3.401
14 H 0.091 3.663 1.951
15 H -5.405 2.236 1.971
16 H -6.597 0.036 -1.318
17 H -4.180 -0.515 -1.874
18 I 4.031 -2.134 -4.187
19 C 2.743 -3.441 -3.000
20 I 0.622 -3.401 -3.270
21 H 2.772 -3.047 -1.992
22 H 3.248 -4.490 -3.030
23 C 10.653 -0.879 1.147
24 C 9.313 -0.229 1.345
25 C 8.673 0.596 0.409
26 C 7.428 1.147 0.647
27 C 6.808 0.840 1.830
28 C 7.394 0.031 2.777
29 C 8.690 -0.430 2.603
30 S 5.157 1.453 1.967
31 O 4.696 1.324 3.323
32 O 5.145 2.752 1.299
33 N 4.137 0.559 1.018
34 C 3.396 -0.631 1.438
35 C 1.902 -0.627 1.099
36 C 1.682 -0.558 -0.418
37 O 0.756 -1.307 -0.831
38 O 2.461 0.191 -1.101
39 H 10.762 -1.296 0.123
40 H 10.760 -1.764 1.853
41 H 11.508 -0.225 1.421
42 H 9.218 0.906 -0.489
43 H 6.850 1.623 -0.155
44 H 6.824 -0.139 3.705
45 H 9.278 -0.993 3.344
46 H 4.030 0.784 0.029
47 H 3.488 -0.704 2.525
48 H 3.875 -1.534 1.033
49 H 1.558 0.384 1.457
50 H 1.395 -1.483 1.567
51 O -5.244 -5.682 7.282
52 S -4.022 -4.899 7.079
53 O -2.928 -4.871 8.034
54 O -4.415 -3.590 6.463
55 C -3.037 -5.621 5.714
56 N -2.439 -6.769 6.005
57 C -1.650 -7.308 5.005
58 C -1.505 -6.660 3.813
59 C -2.238 -5.487 3.590
60 N -3.019 -4.990 4.559
61 C -2.219 -4.713 2.371
62 C -1.116 -4.660 1.430
63 C -1.188 -3.713 0.428
64 N -2.112 -2.739 0.433
65 C -3.075 -2.766 1.340
66 C -3.127 -3.728 2.384
67 H -1.162 -8.241 5.370
68 H -0.838 -6.995 3.028
69 H -0.352 -5.485 1.392
70 H -0.441 -3.633 -0.368
71 H -3.708 -1.949 1.354
72 H -3.941 -3.665 3.140
73 N -6.641 6.139 -5.409
74 C -5.757 5.107 -5.167
75 C -5.754 4.426 -3.942
76 C -4.821 3.395 -3.756
77 C -3.924 3.109 -4.752
78 C -3.839 3.891 -5.883
79 C -4.663 4.962 -6.046
80 S -2.732 1.803 -4.431
81 O -2.213 1.432 -5.755
82 O -3.460 0.867 -3.612
83 N -1.592 2.338 -3.422
84 C -0.461 2.935 -3.697
85 S 0.055 3.300 -5.382
86 C 1.614 3.715 -4.722
87 C 1.561 3.721 -3.342
88 N 0.419 3.290 -2.782
89 H -7.303 6.421 -4.697
90 H -6.618 6.663 -6.248
91 H -6.523 4.539 -3.183
92 H -4.723 2.863 -2.817
93 H -3.084 3.681 -6.673
94 H -4.391 5.579 -6.872
95 H 2.466 3.877 -5.343
96 H 2.384 3.869 -2.642

These are the Löwdin partial charges, in e, on atoms 1 to 4:
1. K 0.78
2. N -0.01
3. C -0.12
4. N 0.06

***

# 4
CH3Cl2FSi | wB97M-V/def2-TZVPD

Summary:
- Highest occupied orbital energy: -8.8 eV
- Orbital gap: 8.573 eV
- Relative energy (zero: lowest compared OMol25 entry of this formula, charge and spin): 5.642 eV
- Electronic energy: -36725.26968 eV
- Charge: 0
- Molecular weight: 133.025 g mol⁻¹
- E_LUMO: -0.18 eV

Element x y z (Å)
1 C -0.208 -1.448 -0.396
2 F 0.446 -2.096 0.635
3 Si 0.266 1.256 0.059
4 Cl 0.435 0.955 1.996
5 Cl -1.171 2.587 -0.369
6 H 0.170 -1.757 -1.261
7 H -1.302 -1.418 -0.145
8 H 1.364 1.921 -0.518

These are the Löwdin partial charges, in e, on atoms 1 to 4:
1. C -0.11
2. F -0.13
3. Si -0.23
4. Cl 0.29

***

# 5
C18H25As2Cl2N3O3RuS2 | wB97M-V/def2-TZVPD

Summary:
- Multiplicity: 5
- Highest occupied orbital energy (spin up / spin down): -13.4 / -14.4 eV
- Orbital gap (spin up / spin down): 6.895 / 5.809 eV
- Relative energy (zero: lowest compared OMol25 entry of this formula, charge and spin): 0.656 eV
- Electronic energy: -200640.28181 eV
- Charge: +2
- Molecular weight: 717.370 g mol⁻¹
- E_LUMO (spin up / spin down): -6.52 / -8.59 eV

Element x y z (Å)
1 Ru -0.061 0.052 0.201
2 Cl 0.304 0.563 2.579
3 C 1.991 0.254 2.956
4 C 2.307 0.172 4.275
5 C 3.646 -0.057 4.630
6 C 4.634 -0.188 3.671
7 C 4.308 -0.102 2.332
8 Cl 5.552 -0.273 1.187
9 C 2.952 0.110 1.910
10 S 2.570 0.144 0.270
11 H 1.542 0.274 5.034
12 H 3.906 -0.134 5.678
13 H 5.662 -0.361 3.956
14 C 0.662 -1.138 -3.323
15 As -0.270 0.144 -2.245
16 C -2.086 0.026 -2.853
17 C 0.391 1.857 -2.816
18 C 0.869 2.086 -4.099
19 C 1.350 3.346 -4.435
20 C 1.350 4.369 -3.496
21 C 0.868 4.141 -2.214
22 C 0.395 2.879 -1.881
23 As -0.294 2.466 -0.138
24 C 0.657 3.617 1.071
25 C -2.074 3.187 -0.127
26 H 0.368 -0.949 -4.352
27 H 0.364 -2.135 -3.021
28 H 1.735 -1.022 -3.206
29 H -2.092 0.225 -3.922
30 H -2.704 0.746 -2.326
31 H -2.447 -0.979 -2.654
32 H 0.879 1.298 -4.839
33 H 1.734 3.525 -5.431
34 H 1.733 5.346 -3.760
35 H 0.876 4.945 -1.490
36 H 0.423 4.644 0.808
37 H 1.725 3.442 0.981
38 H 0.333 3.423 2.088
39 H -2.000 4.249 -0.345
40 H -2.509 3.028 0.855
41 H -2.665 2.687 -0.887
42 C -6.463 0.742 -0.296
43 N -5.053 0.759 0.091
44 C -4.297 -0.325 0.219
45 N -4.837 -1.503 -0.087
46 S -2.674 -0.274 0.797
47 H -6.810 1.767 -0.374
48 H -7.074 0.230 0.449
49 H -6.590 0.266 -1.268
50 H -4.644 1.618 0.414
51 H -5.816 -1.611 -0.292
52 H -4.288 -2.333 0.060
53 O -0.237 -3.844 0.387
54 N -0.109 -2.671 0.437
55 O -0.275 -1.960 1.452
56 O 0.210 -1.973 -0.633

These are the Löwdin partial charges, in e, on atoms 1 to 4:
1. Ru 0.52
2. Cl 0.75
3. C -0.57
4. C -0.07

***

> The lowest electronic energy belongs to which entry?

C24H21Cl18N3O6